[1]
ORCA calculation (ωB97M-V/def2-TZVPD) on one molecule with the formula C19H20N6O3S in a non-equilibrium geometry.

Computed properties:
- M (g/mol) = 412.5
- highest occupied orbital energy (eV) = -7.47
- E_LUMO (eV) = -0.64
- ΔE to the lowest compared entry with this formula, charge and spin (eV) = 2.280
- SMILES = Cn1nc(OC2CCS(=O)(=O)CC2)c2ccc(Nc3nnc4[nH]cccc3-4)cc21

Element x y z (Å)
O  5.183  -0.299  -4.139
O  5.568  -2.658  -4.360
N  0.978  -2.913  -0.108
N  -3.155  4.985  0.976
N  -2.351  3.876  0.848
O  1.399  -1.960  -2.276
C  0.860  -1.934  -1.003
C  -3.761  4.878  2.107
C  -2.520  3.040  1.856
C  -3.819  3.429  4.097
C  -4.736  4.429  4.671
C  -3.354  3.670  2.787
C  -5.166  5.540  3.948
C  -0.176  0.430  -0.942
C  -0.881  1.355  -0.136
C  -0.924  -0.300  1.649
C  0.149  -0.821  -0.441
C  -1.270  0.967  1.151
C  -0.164  -1.169  0.849
N  -4.676  5.775  2.664
N  -2.064  1.755  2.015
N  0.424  -2.428  1.048
C  0.265  -3.227  2.291
C  3.501  -3.288  -1.906
C  2.300  -3.057  -4.178
C  2.131  -3.150  -2.651
C  4.324  -1.974  -2.086
C  3.059  -1.824  -4.605
S  4.655  -1.639  -3.843
H  -3.513  2.562  4.692
H  -5.135  4.317  5.698
H  -5.822  6.246  4.430
H  0.148  0.752  -1.925
H  -1.102  2.361  -0.460
H  -1.207  -0.628  2.631
H  -5.103  6.479  2.068
H  -2.486  1.264  2.802
H  1.024  -2.910  3.008
H  0.312  -4.313  2.098
H  -0.697  -3.001  2.737
H  3.376  -3.432  -0.823
H  4.044  -4.171  -2.346
H  2.756  -3.971  -4.546
H  1.296  -3.005  -4.590
H  1.525  -4.027  -2.469
H  5.290  -2.052  -1.586
H  3.847  -1.150  -1.572
H  3.236  -1.845  -5.688
H  2.433  -0.966  -4.441

Here are the Mulliken charges for atoms 1 to 4, given in e:
1. O -0.70
2. O -0.67
3. N -0.79
4. N -1.01

[2]
ORCA calculation (ωB97M-V/def2-TZVPD) on one molecule with the formula C19H20O6.

Computed properties:
- M (g/mol) = 344.4
- highest occupied orbital energy (eV) = -8.67
- E_LUMO (eV) = 0.16
- ΔE to the lowest compared entry with this formula, charge and spin (eV) = 0.586
- SMILES = COC(=O)c1ccccc1OCCCOc1ccc(C=O)cc1OC

Element x y z (Å)
C  -2.399  -2.705  -1.977
H  -3.397  -3.070  -1.726
H  -2.489  -1.989  -2.798
H  -1.751  -3.531  -2.260
O  -1.796  -2.094  -0.849
C  -2.485  -1.083  -0.302
O  -3.544  -0.708  -0.751
C  -1.822  -0.446  0.857
C  -2.419  0.716  1.343
C  -1.856  1.437  2.375
C  -0.679  0.982  2.944
C  -0.082  -0.183  2.498
C  -0.638  -0.919  1.453
O  -0.133  -2.088  0.989
C  1.168  -2.500  1.349
C  2.243  -1.624  0.700
C  2.117  -1.626  -0.834
H  1.112  -1.969  -1.107
O  2.364  -0.342  -1.383
C  1.298  0.533  -1.287
C  0.141  0.282  -2.023
C  -0.963  1.098  -1.927
C  -0.937  2.185  -1.054
C  0.226  2.465  -0.347
C  1.363  1.672  -0.468
O  2.437  2.071  0.265
C  3.742  1.701  -0.136
H  3.851  1.743  -1.221
H  4.009  0.699  0.209
H  4.405  2.431  0.329
H  0.252  3.314  0.318
C  -2.122  3.031  -0.877
O  -2.201  3.972  -0.128
H  -2.981  2.727  -1.506
H  -1.851  0.894  -2.506
H  0.132  -0.580  -2.675
H  2.858  -2.284  -1.291
H  2.112  -0.598  1.050
H  3.228  -1.970  1.015
H  1.295  -2.523  2.439
H  1.240  -3.524  0.973
H  0.822  -0.516  2.983
H  -0.216  1.534  3.748
H  -2.321  2.345  2.722
H  -3.336  1.040  0.874

Here are the Mulliken charges for atoms 1 to 4, given in e:
1. C -0.84
2. H 0.32
3. H 0.32
4. H 0.27

[3]
ORCA calculation (ωB97M-V/def2-TZVPD) on one molecule with the formula C19H21Br2FN2O2S in a non-equilibrium geometry.

Computed properties:
- M (g/mol) = 520.3
- highest occupied orbital energy (eV) = -8.58
- E_LUMO (eV) = 0.18
- SMILES = O=C(NCCc1ccc(OCCN2CC[C@@H](F)C2)c(Br)c1)c1cc(Br)cs1

Element x y z (Å)
O  5.604  0.962  2.676
F  -6.321  -3.289  -2.416
Br  0.700  -3.080  4.525
Br  -1.265  3.974  -0.293
O  -1.585  0.834  -0.690
S  4.924  -1.400  4.392
C  4.391  0.829  2.807
C  3.591  -2.415  4.820
C  2.553  -0.854  3.429
C  2.376  -2.073  4.253
C  3.865  -0.406  3.406
C  0.750  0.349  -0.510
C  2.088  0.721  -0.370
C  1.397  3.025  -0.186
C  0.071  2.615  -0.317
C  -0.282  1.266  -0.529
C  2.446  2.076  -0.198
N  3.634  1.867  2.354
N  -3.688  -1.086  -2.473
C  -2.015  0.760  -2.080
C  3.848  2.495  0.012
C  -3.522  0.376  -2.195
C  4.093  2.958  1.472
C  -3.377  -2.017  -1.357
C  -4.970  -1.514  -3.103
C  -3.996  -3.347  -1.808
C  -5.068  -3.019  -2.876
H  3.757  -3.287  5.457
H  1.719  -0.432  2.872
H  0.452  -0.678  -0.652
H  2.844  -0.057  -0.354
H  1.662  4.066  -0.109
H  2.649  1.696  2.378
H  -1.433  -0.027  -2.525
H  -1.836  1.705  -2.573
H  4.537  1.696  -0.160
H  4.083  3.294  -0.672
H  -3.951  0.971  -2.990
H  -4.015  0.718  -1.280
H  5.188  3.219  1.630
H  3.507  3.861  1.725
H  -2.293  -2.091  -1.231
H  -3.793  -1.595  -0.437
H  -5.005  -1.270  -4.208
H  -5.842  -0.977  -2.636
H  -4.450  -3.894  -0.963
H  -3.202  -3.951  -2.258
H  -4.817  -3.569  -3.762

Here are the Mulliken charges for atoms 1 to 4, given in e:
1. O -0.71
2. F -0.37
3. Br -0.18
4. Br -0.17

[4]
ORCA calculation (ωB97M-V/def2-TZVPD) on C19H21Cl2NO4Y as an isolated structure in a non-equilibrium geometry.

Computed properties:
- M (g/mol) = 487.2
- highest occupied orbital energy (eV) = -11.34
- E_LUMO (eV) = -4.11
- ΔE to the lowest compared entry with this formula, charge and spin (eV) = 1.451
- charge = +1

Element x y z (Å)
Y  0.713  -0.840  0.587
Cl  -1.364  -6.362  4.973
C  -0.849  -4.918  4.196
C  -0.521  -3.796  4.978
C  -0.092  -2.644  4.371
Cl  0.288  -1.232  5.274
C  0.057  -2.537  2.955
O  0.496  -1.440  2.444
C  -0.318  -3.685  2.176
C  -0.271  -3.675  0.759
O  -0.043  -2.698  0.008
C  -0.761  -4.861  2.831
H  -0.607  -3.850  6.052
H  -0.493  -4.636  0.270
H  -1.050  -5.711  2.234
O  2.259  0.384  -0.570
O  2.364  -0.996  -0.269
C  3.615  0.462  -3.239
C  2.408  1.233  -2.850
C  2.041  2.402  -3.407
C  0.851  3.092  -3.006
C  0.533  4.424  -3.589
C  -0.006  2.554  -2.083
C  0.247  1.330  -1.425
C  1.539  0.592  -1.799
N  -0.416  0.699  -0.492
C  -1.601  1.134  0.270
C  -2.427  -0.145  0.515
C  -1.056  1.681  1.604
C  -2.543  2.159  -0.372
H  4.165  0.965  -4.028
H  3.337  -0.536  -3.579
H  4.267  0.325  -2.377
H  2.654  2.838  -4.184
H  1.296  4.760  -4.283
H  0.430  5.158  -2.790
H  -0.425  4.388  -4.107
H  -0.896  3.106  -1.845
H  1.254  -0.408  -2.183
H  -1.812  -0.956  0.936
H  -2.864  -0.482  -0.426
H  -3.237  0.061  1.211
H  -0.372  0.958  2.086
H  -1.879  1.876  2.286
H  -0.509  2.609  1.435
H  -2.770  1.893  -1.401
H  -2.152  3.171  -0.326
H  -3.480  2.156  0.180

Here are the Mulliken charges for atoms 1 to 4, given in e:
1. Y 1.25
2. Cl -0.19
3. C 0.23
4. C -0.57

[5]
ORCA calculation (ωB97M-V/def2-TZVPD) on a 7-piece molecular cluster, C19H21F6NO20 overall in a non-equilibrium geometry.

Computed properties:
- M (g/mol) = 697.4
- highest occupied orbital energy (eV) = -11.32
- E_LUMO (eV) = -0.28
- ΔE to the lowest compared entry with this formula, charge and spin (eV) = 0.000
- SMILES = O=C1OC[C@@H](F)O1.O=C1OC[C@@H](F)O1.O=C1OC[C@@H](F)O1.O=C1OC[C@@H](F)O1.O=C1OC[C@@H](F)O1.O=C1OC[C@@H](F)O1.C[N+](=O)[O-]

Element x y z (Å)
C  1.987  4.295  -0.485
C  3.070  5.312  -0.101
O  2.840  6.381  -0.965
C  1.949  6.051  -1.912
O  1.625  6.752  -2.814
O  1.461  4.807  -1.696
F  4.323  4.780  -0.425
H  1.291  4.182  0.354
H  2.349  3.283  -0.657
H  3.168  5.540  0.957
C  -3.779  -2.107  2.474
C  -2.417  -1.690  2.002
O  -1.947  -2.937  1.542
C  -2.517  -3.914  2.333
O  -2.214  -5.055  2.298
O  -3.504  -3.366  3.063
F  -1.655  -1.329  3.092
H  -4.470  -2.133  1.626
H  -4.269  -1.429  3.171
H  -2.361  -0.897  1.264
C  -4.403  -3.113  -2.793
C  -4.248  -1.879  -1.931
O  -2.858  -1.806  -1.712
C  -2.230  -2.554  -2.646
O  -1.074  -2.489  -2.894
O  -3.062  -3.499  -3.134
F  -4.913  -1.950  -0.742
H  -4.866  -2.827  -3.739
H  -4.999  -3.906  -2.347
H  -4.611  -0.989  -2.452
C  3.959  -4.464  -2.245
C  2.487  -4.421  -1.835
O  1.900  -3.832  -2.978
C  2.828  -3.015  -3.536
O  2.653  -2.225  -4.400
O  4.055  -3.260  -2.979
F  2.309  -3.582  -0.757
H  4.150  -5.304  -2.919
H  4.584  -4.517  -1.358
H  2.002  -5.357  -1.562
C  -2.323  2.207  -1.476
C  -2.534  3.674  -1.150
O  -2.619  3.658  0.250
C  -2.744  2.414  0.733
O  -2.973  2.143  1.856
O  -2.565  1.490  -0.282
F  -3.744  4.109  -1.628
H  -1.279  2.032  -1.753
H  -2.928  1.882  -2.320
H  -1.768  4.351  -1.520
C  2.650  0.541  4.144
C  3.363  1.842  3.853
O  4.101  2.046  5.044
C  3.510  1.335  6.034
O  3.779  1.427  7.178
O  2.561  0.509  5.554
F  2.507  2.890  3.670
H  3.214  -0.285  3.701
H  1.678  0.478  3.655
H  3.993  1.741  2.968
C  0.491  -0.805  -0.926
N  1.181  0.348  -0.287
O  0.839  0.675  0.824
O  1.893  1.015  -0.992
H  0.052  -1.506  -0.223
H  1.301  -1.330  -1.428
H  -0.227  -0.419  -1.638

Here are the Mulliken charges for atoms 1 to 4, given in e:
1. C -0.08
2. C 0.42
3. O -0.32
4. C 0.60

[6]
ORCA calculation (ωB97M-V/def2-TZVPD) on C19H21IMnN3O3S5 as an isolated structure in a non-equilibrium geometry.

Computed properties:
- M (g/mol) = 681.6
- highest occupied orbital energy (alpha / beta) (eV) = -6.65 / -6.69
- E_LUMO (alpha / beta) (eV) = -1.86 / -0.10
- 2S+1 = 5

Element x y z (Å)
Mn  -0.424  -1.813  0.313
N  0.609  -1.919  2.389
C  2.032  -1.645  2.130
C  2.341  -1.630  0.595
O  3.474  -1.415  0.220
O  1.339  -1.863  -0.154
H  0.238  -1.305  3.112
H  0.484  -2.882  2.708
H  2.680  -2.402  2.580
H  2.322  -0.668  2.525
S  -2.607  -1.710  0.940
S  -2.917  -3.008  2.507
S  -2.351  -4.866  1.737
S  -0.403  -4.763  1.337
O  -0.242  0.292  0.617
S  -0.465  1.525  1.416
C  -2.231  1.986  1.048
C  -2.401  2.432  -0.358
C  -2.674  3.764  -0.650
C  -2.770  4.189  -1.963
C  -2.575  3.288  -2.995
C  -2.294  1.961  -2.712
C  -2.216  1.528  -1.401
C  0.464  2.815  0.472
C  1.902  2.445  0.663
C  2.455  2.519  1.937
C  3.754  2.105  2.162
C  4.517  1.610  1.118
C  3.972  1.532  -0.151
C  2.669  1.940  -0.377
H  -2.509  2.750  1.772
H  -2.779  1.063  1.250
H  -2.816  4.467  0.159
H  -2.988  5.225  -2.176
H  -2.633  3.627  -4.020
H  -2.126  1.267  -3.520
H  -1.998  0.489  -1.172
H  0.220  3.785  0.901
H  0.158  2.768  -0.570
H  1.856  2.898  2.752
H  4.166  2.156  3.157
H  5.528  1.277  1.296
H  4.558  1.127  -0.959
H  2.245  1.862  -1.367
I  0.352  -6.280  -3.849
C  -0.568  -4.841  -2.657
C  -1.872  -4.869  -2.209
N  -2.039  -3.765  -1.469
N  -0.915  -3.038  -1.401
C  -0.007  -3.673  -2.132
H  -2.640  -5.599  -2.362
H  -2.862  -3.462  -0.956
H  0.987  -3.280  -2.237

Here are the Mulliken charges for atoms 1 to 4, given in e:
1. Mn 0.26
2. N -0.42
3. C -0.32
4. C 0.63

[7]
ORCA calculation (ωB97M-V/def2-TZVPD) on C19H21IN5V as an isolated structure in a non-equilibrium geometry.

Computed properties:
- M (g/mol) = 497.3
- highest occupied orbital energy (alpha / beta) (eV) = -2.33 / -2.32
- E_LUMO (alpha / beta) (eV) = 2.45 / 2.45
- ΔE to the lowest compared entry with this formula, charge and spin (eV) = 1.305
- charge = -1
- 2S+1 = 2

Element x y z (Å)
V  -0.154  -0.223  0.031
N  2.746  2.602  1.339
C  1.763  1.696  1.331
N  1.437  1.001  0.313
C  2.124  1.204  -0.929
N  1.818  0.429  -1.923
N  0.863  -0.446  -1.621
C  0.479  -1.448  -2.505
C  -0.266  -2.406  -1.904
C  -0.769  -3.600  -2.541
C  -1.344  -4.565  -1.800
C  -1.487  -4.386  -0.378
C  -1.087  -3.210  0.168
N  -0.507  -2.192  -0.524
C  3.164  2.209  -1.001
C  3.876  2.521  -2.159
C  4.867  3.490  -2.143
C  5.169  4.177  -0.973
C  4.465  3.886  0.187
C  3.480  2.920  0.164
H  2.861  3.173  2.158
H  1.217  1.571  2.260
H  0.823  -1.485  -3.528
H  -0.651  -3.703  -3.613
H  -1.704  -5.472  -2.273
H  -1.934  -5.145  0.249
H  -1.228  -3.023  1.225
H  3.627  1.985  -3.065
H  5.405  3.717  -3.055
H  5.941  4.934  -0.958
H  4.683  4.413  1.111
I  -1.504  1.832  -1.291
C  -3.550  0.951  1.988
C  -2.973  -0.446  1.700
C  -3.813  -1.110  0.606
C  -3.047  -1.280  2.988
C  -1.555  -0.304  1.223
H  -4.571  0.864  2.380
H  -3.563  1.552  1.078
H  -2.939  1.478  2.728
H  -4.861  -1.178  0.921
H  -3.453  -2.117  0.382
H  -3.758  -0.521  -0.311
H  -4.080  -1.345  3.348
H  -2.439  -0.827  3.777
H  -2.682  -2.295  2.818
H  -0.887  0.124  2.023

Here are the Mulliken charges for atoms 1 to 4, given in e:
1. V 0.07
2. N 0.04
3. C -0.27
4. N 0.12

[8]
ORCA calculation (ωB97M-V/def2-TZVPD) on C19H21MnN2O4S2Si as an isolated structure in a non-equilibrium geometry.

Computed properties:
- M (g/mol) = 488.5
- highest occupied orbital energy (alpha / beta) (eV) = -5.36 / -5.36
- E_LUMO (alpha / beta) (eV) = 2.04 / 1.87
- charge = -1
- 2S+1 = 4

Element x y z (Å)
Mn  1.167  1.127  0.475
S  2.794  2.913  1.307
C  3.697  1.448  1.207
C  5.028  1.373  1.698
C  5.520  0.016  1.702
C  4.851  -1.160  1.351
C  3.534  -0.900  0.961
N  3.007  0.306  0.923
H  5.636  2.336  2.178
H  6.650  -0.194  2.035
H  5.311  -2.116  1.305
H  2.870  -1.741  0.659
O  -0.758  1.725  0.261
C  -2.266  0.281  2.418
Si  -2.073  1.775  1.282
C  -2.038  3.311  2.487
C  -3.579  2.039  0.305
C  -3.752  1.926  -1.081
C  -5.015  2.240  -1.614
C  -6.051  2.568  -0.784
C  -5.950  2.553  0.594
C  -4.679  2.351  1.123
H  -2.971  0.310  3.271
H  -1.370  0.189  2.967
H  -2.495  -0.617  1.828
H  -2.421  4.138  1.893
H  -1.031  3.616  2.562
H  -2.477  3.213  3.445
H  -2.909  1.745  -1.714
H  -5.133  2.270  -2.667
H  -6.962  2.968  -1.220
H  -6.769  2.690  1.309
H  -4.503  2.363  2.202
N  0.068  -1.170  0.271
C  0.623  -1.991  -0.767
C  1.291  -3.176  -0.536
C  2.006  -3.882  -1.582
C  2.029  -3.295  -2.826
C  1.261  -2.171  -3.075
C  0.523  -1.570  -2.085
S  3.182  -3.844  -4.149
O  2.430  -4.701  -5.062
O  3.701  -2.632  -4.745
O  4.223  -4.650  -3.469
H  -0.805  -0.946  -0.190
H  -0.201  -1.781  1.049
H  1.304  -3.689  0.395
H  2.590  -4.820  -1.472
H  1.091  -1.933  -4.124
H  -0.177  -0.808  -2.300

Here are the Mulliken charges for atoms 1 to 4, given in e:
1. Mn 0.63
2. S -0.52
3. C 0.76
4. C -0.63

[9]
ORCA calculation (ωB97M-V/def2-TZVPD) on a 3-piece molecular cluster, C19H21N2O5 overall in a non-equilibrium geometry.

Computed properties:
- M (g/mol) = 357.4
- highest occupied orbital energy (eV) = -12.23
- E_LUMO (eV) = -3.84
- charge = +1

Element x y z (Å)
O  1.768  -0.573  0.294
C  0.870  -0.531  -0.816
C  0.122  0.855  -0.832
C  -0.756  0.983  0.507
C  -2.293  1.174  0.181
N  -2.900  -0.160  -0.088
C  -2.873  -1.237  0.804
C  -3.526  -2.335  0.138
N  -3.917  -1.811  -1.093
C  -3.532  -0.499  -1.252
H  2.247  -1.423  0.308
H  1.414  -0.663  -1.797
H  0.099  -1.351  -0.716
H  0.921  1.646  -0.744
H  -0.492  1.004  -1.759
H  -0.534  0.042  1.088
H  -0.364  1.822  1.147
H  -2.388  1.775  -0.768
H  -2.858  1.754  0.965
H  -2.385  -1.154  1.794
H  -3.641  -3.342  0.582
H  -4.427  -2.389  -1.759
H  -3.711  0.143  -2.141
C  -0.118  6.316  -1.565
C  0.975  7.040  -1.799
C  2.286  6.660  -1.223
O  3.281  7.318  -1.434
C  2.333  5.443  -0.379
C  1.240  4.721  -0.146
C  -0.069  5.101  -0.722
O  -1.070  4.439  -0.511
H  -1.084  6.578  -1.977
H  0.958  7.930  -2.415
H  3.299  5.180  0.034
H  1.257  3.830  0.470
C  2.160  -5.686  2.772
C  2.708  -4.650  2.139
C  2.255  -4.250  0.789
O  2.756  -3.304  0.208
C  1.170  -5.042  0.167
C  0.622  -6.078  0.799
C  1.074  -6.480  2.152
O  0.573  -7.421  2.728
H  2.479  -5.994  3.760
H  3.502  -4.058  2.577
H  0.852  -4.733  -0.821
H  -0.172  -6.669  0.360

Here are the Mulliken charges for atoms 1 to 4, given in e:
1. O -0.52
2. C -0.46
3. C -0.41
4. C -0.67